1.
{
  "formula": "C3H7P",
  "method": "ωB97M-V/def2-TZVPD",
  "species": ["C", "C", "C", "P", "H", "H", "H", "H", "H", "H", "H"],
  "coordinates": [[-0.77396, -1.07070, -0.01107], [-0.14214, 0.08347, 0.56531], [1.11799, 0.67111, -0.01599], [-1.82563, 0.40256, -0.07764], [-0.42959, -1.30844, -1.03214], [-0.83883, -1.97483, 0.64481], [-0.27375, 0.09401, 1.59050], [0.96837, 1.17109, -1.04905], [1.89359, -0.08500, -0.09068], [1.42470, 1.39958, 0.64066], [-1.12075, 0.61716, -1.16470]],
  "forces_ev_per_angstrom": [[0.5652, -3.1786, -0.6965], [0.6844, 0.8648, -0.7424], [-1.1569, -0.4966, -2.2398], [-1.6429, 0.1789, 1.5660], [-0.0633, -0.2618, 0.7143], [-0.6078, 0.9014, -0.6939], [0.6230, 0.0211, 2.2187], [0.1544, -0.9660, 1.5746], [0.1410, -0.1031, -0.1061], [1.0823, 1.9281, 1.3324], [0.2206, 1.1119, -2.9272]],
  "lowdin_charge": [-0.444, -0.654, -0.105, 0.901, 0.074, 0.090, 0.061, 0.104, 0.073, 0.032, -0.132],
  "e_tot_ha": -459.78322,
  "e_lumo_ev": 1.255,
  "orbital_gap_ev": 10.803,
  "de_lowest_kcal_mol": 17.1,
  "homo_energy_ev": -9.548,
  "largest_force_ev_per_a": 3.3
}

=====

2.
{
  "formula": "C5H11IN4Si2",
  "method": "ωB97M-V/def2-TZVPD",
  "species": ["C", "C", "C", "C", "C", "N", "N", "N", "N", "Si", "Si", "I", "H", "H", "H", "H", "H", "H", "H", "H", "H", "H", "H"],
  "coordinates": [[0.63023, 3.44051, 0.35614], [-1.53445, -3.41969, -0.86992], [0.68392, 3.17393, -1.16022], [-1.82124, -3.20497, 0.62911], [2.41669, 0.31524, 0.68529], [0.54828, 2.44079, 1.11775], [-1.08389, -2.55788, -1.69799], [0.45716, 1.78284, -1.28704], [-1.15772, -2.07785, 1.21822], [0.64220, 0.90624, 0.29159], [-1.04519, -0.69666, 0.28208], [-3.21804, 0.51728, 0.21024], [0.78728, 4.47740, 0.81089], [-1.36479, -4.38588, -1.13856], [-0.12390, 3.63663, -1.76320], [1.73329, 3.35743, -1.36232], [-2.98895, -3.16019, 0.79370], [-1.56477, -4.21934, 1.17711], [2.90591, 1.23381, 0.81005], [2.72291, -0.41102, 1.44160], [2.57675, -0.15068, -0.22902], [0.28511, 1.42710, -2.25127], [-0.48678, -2.42504, 1.93577]],
  "forces_ev_per_angstrom": [[-0.1247, 0.7716, 0.1069], [1.8316, 4.2559, -0.1419], [-0.6844, 0.0835, 0.8107], [-2.5415, -2.7221, 1.0595], [-2.2366, -0.7971, 0.9366], [-0.2882, 0.0802, 1.2535], [-0.9951, 0.9311, 3.0495], [-0.1552, -3.4501, -0.0641], [1.0989, -1.3287, 1.5489], [0.7046, 1.3749, -1.2844], [-0.8068, -0.5945, -2.1654], [0.5089, -0.3142, -0.0552], [-0.3140, -1.1898, -0.8901], [-0.4211, -3.2886, -0.9082], [1.0534, 0.8061, 0.3517], [0.1600, 1.0502, -0.9229], [2.0116, 0.1347, -0.5029], [-0.1893, 2.0802, -0.9007], [1.1106, 1.1493, -0.0189], [-0.5164, 0.2745, 0.1919], [1.1502, -0.7070, -1.9722], [0.3109, 0.3774, 1.4896], [-0.6673, 1.0224, -0.9721]],
  "lowdin_charge": [-0.219, -0.374, -0.278, -0.331, -0.170, -0.055, 0.043, -0.160, -0.269, 0.343, 0.197, 0.361, 0.125, 0.047, 0.127, 0.105, 0.130, 0.138, 0.004, 0.035, -0.012, 0.104, 0.107],
  "e_tot_ha": -1292.79173,
  "e_lumo_ev": [-0.565, -0.567],
  "orbital_gap_ev": [7.326, 7.337],
  "de_lowest_kcal_mol": 52.8,
  "homo_energy_ev": [-7.891, -7.903],
  "largest_force_ev_per_a": 4.6
}